Density functional theory data (ωB97M-V with the def2-TZVPD basis set) for a molecular structure, C44H53I3N5O2W in a non-equilibrium geometry.

```
108
Properties=species:S:1:pos:R:3
W -1.528 -1.374 -0.770
C -1.832 4.047 3.556
C -1.949 2.773 4.397
C -0.722 2.639 5.335
C -3.205 2.880 5.267
C -1.952 1.540 3.518
C -1.167 1.458 2.371
C -1.312 0.366 1.525
N -0.627 0.047 0.346
C 0.763 0.053 0.190
C 1.662 1.080 0.445
C 3.017 0.889 0.198
C 3.442 -0.407 -0.118
C 2.584 -1.483 -0.355
C 1.216 -1.207 -0.313
O 0.191 -2.042 -0.663
C 3.108 -2.878 -0.672
C 4.612 -2.997 -0.427
C 2.437 -3.902 0.253
C 2.799 -3.202 -2.139
C 4.007 2.035 0.311
C 3.349 3.387 0.005
C 4.519 2.043 1.765
C 5.201 1.856 -0.634
C -2.277 -0.656 1.817
O -2.361 -1.598 0.829
C -2.952 -0.668 3.035
C -2.747 0.439 3.855
C -3.797 -1.848 3.497
C -4.613 -1.510 4.746
C -4.770 -2.314 2.405
C -2.813 -2.984 3.821
H -2.081 4.915 4.162
H -0.830 4.197 3.167
H -2.532 4.014 2.723
H -0.644 3.541 5.936
H -0.843 1.787 6.000
H 0.193 2.509 4.763
H -3.188 3.811 5.825
H -4.100 2.882 4.648
H -3.280 2.081 5.999
H -0.486 2.253 2.123
H 1.293 2.031 0.787
H 4.498 -0.580 -0.211
H 4.851 -2.713 0.594
H 4.908 -4.034 -0.552
H 5.197 -2.402 -1.122
H 2.625 -3.651 1.294
H 1.362 -3.957 0.094
H 2.852 -4.887 0.064
H 3.241 -2.459 -2.800
H 3.210 -4.174 -2.396
H 1.723 -3.225 -2.310
H 2.678 3.697 0.801
H 4.118 4.150 -0.080
H 2.798 3.361 -0.935
H 3.695 2.123 2.470
H 5.067 1.130 1.981
H 5.184 2.890 1.909
H 4.860 1.710 -1.657
H 5.815 2.752 -0.604
H 5.838 1.025 -0.347
H -3.264 0.463 4.794
H -5.298 -0.688 4.551
H -5.203 -2.375 5.034
H -3.979 -1.270 5.595
H -5.216 -1.472 1.877
H -4.271 -2.969 1.692
H -5.571 -2.890 2.858
H -2.116 -2.676 4.596
H -3.363 -3.851 4.177
H -2.241 -3.277 2.935
I -3.271 0.616 -1.499
C -6.193 -1.679 -1.143
I -4.484 -2.833 -1.147
H -6.194 -0.770 -1.720
H -7.099 -2.126 -0.772
N 2.940 7.022 -6.247
C 2.620 6.094 -5.663
C 2.232 4.911 -4.984
C 0.974 4.815 -4.387
C 0.574 3.612 -3.839
C 1.427 2.512 -3.880
C 2.711 2.627 -4.408
C 3.110 3.825 -4.968
N 0.945 1.243 -3.470
C 1.257 0.056 -4.066
C 0.491 -0.895 -3.469
N -0.310 -0.313 -2.504
C 0.018 0.988 -2.544
H 0.300 5.657 -4.377
H -0.421 3.518 -3.433
H 3.393 1.790 -4.391
H 4.089 3.917 -5.409
H 1.965 -0.035 -4.864
H 0.477 -1.946 -3.694
H -0.421 1.761 -1.936
I -1.444 -4.457 -0.124
C -1.610 -4.155 -2.221
C -1.690 -5.208 -3.110
C -1.950 -4.913 -4.444
C -2.169 -3.589 -4.811
C -2.056 -2.598 -3.859
N -1.741 -2.853 -2.563
H -1.586 -6.227 -2.767
H -2.014 -5.707 -5.172
H -2.429 -3.335 -5.827
H -2.223 -1.556 -4.123
```

The value obtained for the molar mass is 1248.5 g/mol. As for the multiplicity: 1. The gap between HOMO and LUMO (alpha / beta) comes out at 0.1312 / 0.1307 Ha. The charge is +3. As for the largest force on an atom: 0.06584 Eh/bohr. The value obtained for the LUMO energy (alpha / beta) is -11.9390 / -11.9514 eV. The value obtained for the calculated total energy is -3091.9007 a.u.

---

Density functional theory data (ωB97M-V with the def2-TZVPD basis set) for 2 unconnected molecules or ions with the total composition C3H10N2 in a non-equilibrium geometry.

```
15
Properties=species:S:1:pos:R:3
C 1.299 -0.582 1.906
N 2.180 -0.592 1.005
C 2.051 -1.511 -0.126
H 1.653 -0.072 2.815
H 0.211 -0.697 1.900
H 3.042 -1.812 -0.452
H 1.429 -2.389 0.108
H 1.532 -1.179 -1.042
C -1.492 0.839 -0.967
N -2.275 2.076 -0.871
H -2.110 -0.022 -0.673
H -1.160 0.767 -1.998
H -0.682 0.812 -0.240
H -2.550 2.395 0.039
H -3.131 1.969 -1.404
```

The value obtained for the molar mass is 74.1 g/mol. As for the multiplicity: 1. The gap between HOMO and LUMO comes out at 0.3740 Ha. The charge is 0. As for the largest force on an atom: 0.04963 Eh/bohr. The value obtained for the LUMO energy is 1.0222 eV. The value obtained for the calculated total energy is -229.7352 a.u.

---

Density functional theory data (ωB97M-V with the def2-TZVPD basis set) for C4H4N4 in the gas phase in a non-equilibrium geometry.

```
12
Properties=species:S:1:pos:R:3
C 1.223 -1.165 0.014
N 2.270 -0.138 -0.085
C 1.579 0.950 0.079
N 0.190 0.692 0.202
C -1.292 1.056 -0.110
N -2.096 0.109 -0.044
N -1.409 -0.987 0.214
C -0.069 -0.741 0.016
H 1.556 -2.106 -0.147
H 1.794 2.022 0.229
H -1.682 2.154 -0.158
H -2.065 -1.846 -0.209
```

The value obtained for the molar mass is 108.1 g/mol. As for the multiplicity: 1. The gap between HOMO and LUMO comes out at 0.3354 Ha. The charge is 0. As for the largest force on an atom: 0.12729 Eh/bohr. The value obtained for the LUMO energy is 0.7750 eV. The value obtained for the calculated total energy is -373.7203 a.u.

---

Density functional theory data (ωB97M-V with the def2-TZVPD basis set) for 3 unconnected molecules or ions with the total composition C3H10O3S in a non-equilibrium geometry.

```
17
Properties=species:S:1:pos:R:3
O -2.874 -0.143 -0.526
C -1.784 0.253 -0.860
C -0.494 -0.458 -0.386
C 0.567 0.644 -0.075
S 1.461 -0.042 1.471
H -1.493 1.176 -1.591
H -0.235 -1.134 -1.183
H -0.745 -0.988 0.538
H 1.163 0.752 -0.969
H -0.013 1.518 0.023
H 0.905 0.825 2.197
O -1.926 -0.267 2.241
H -2.490 -0.643 1.535
H -2.407 -0.308 3.083
O 3.695 -0.141 -1.993
H 3.838 -0.592 -1.185
H 2.832 -0.452 -2.322
```

The value obtained for the molar mass is 126.2 g/mol. As for the multiplicity: 1. The gap between HOMO and LUMO comes out at 0.3561 Ha. The charge is 0. As for the largest force on an atom: 0.06419 Eh/bohr. The value obtained for the LUMO energy is 0.5648 eV. The value obtained for the calculated total energy is -744.1528 a.u.

---

Density functional theory data (ωB97M-V with the def2-TZVPD basis set) for 2 unconnected molecules or ions with the total composition C2FNO2 in a non-equilibrium geometry.

```
6
Properties=species:S:1:pos:R:3
C -1.530 0.240 -0.059
C 1.271 -0.198 -0.030
N -2.341 -0.337 0.541
O 1.360 -1.322 -0.231
O -0.660 0.833 -0.672
F 1.900 0.784 0.451
```

The value obtained for the molar mass is 89.0 g/mol. As for the multiplicity: 1. The gap between HOMO and LUMO (alpha / beta) comes out at 0.2909 / 0.2544 Ha. The charge is 0. As for the largest force on an atom: 0.07003 Eh/bohr. The value obtained for the LUMO energy (alpha / beta) is -2.2994 / -2.9464 eV. The value obtained for the calculated total energy is -381.1797 a.u.

---

We obtain ΔE to the lowest compared entry with this formula, charge and spin values of 359.9; 194.4; 327.2; 129.0; 396.9 kJ/mol for the records listed above, in that order.